(1)
2 unconnected molecules or ions with the total composition C3H10N6O3 in a non-equilibrium geometry. Source: the OMol25 dataset; level of theory: ωB97M-V/def2-TZVPD.

Its SMILES is C=NO/C=N\N.N=C(NO)NO. As for the HOMO-LUMO gap: 8.99 eV. As for the charge: 0. The total energy is -18348.731 eV. The relative energy (zero: lowest compared OMol25 entry of this formula, charge and spin) comes out at 547.99 kJ/mol.

Structure (XYZ):
```
22
Properties=species:S:1:pos:R:3:mulliken_charge:R:1
C -1.1217 1.1839 3.7084 -0.344
N -1.1866 0.5657 2.6023 -0.397
O -0.3733 1.1648 1.6477 -0.117
C -0.4027 0.5839 0.4065 -0.005
N -0.6997 -0.5927 0.0297 0.172
N -1.0117 -1.6138 0.8896 -0.692
H -1.7155 0.8023 4.5349 0.269
H -0.4937 2.0741 3.8437 0.278
H -0.0781 1.3095 -0.3290 0.400
H -1.5271 -1.3002 1.7105 0.312
H -1.5250 -2.3242 0.3586 0.217
N 1.9839 -0.4276 -0.5150 -0.659
C 1.2420 -0.2172 -1.5355 0.347
N 0.4113 -1.2124 -2.0034 -0.288
O 0.2846 -2.2816 -1.1108 -0.469
N 1.2792 0.9348 -2.3593 -0.293
O 0.1005 1.1091 -3.0996 -0.425
H 2.6192 0.3423 -0.3214 0.236
H -0.5051 -0.8559 -2.2649 0.359
H 0.9142 -2.0108 -0.3886 0.431
H 1.4161 1.7793 -1.7914 0.325
H 0.3893 0.9865 -4.0130 0.343
```

(2)
A gas-phase ion, C4H12N2 (charge +1) in a non-equilibrium geometry. Source: the OMol25 dataset; level of theory: ωB97M-V/def2-TZVPD.

Its spin multiplicity is 2. As for the HOMO-LUMO gap (spin up / spin down): 9.21 / 3.67 eV. As for the charge: +1. The total energy is -7311.308 eV. The relative energy (zero: lowest compared OMol25 entry of this formula, charge and spin) comes out at 302.60 kJ/mol.

Structure (XYZ):
```
18
Properties=species:S:1:pos:R:3:mulliken_spin:R:1
C 1.0705 0.5582 -0.7263 0.005
C 0.8382 -0.6228 0.2107 -0.004
C -0.5888 -1.0873 0.1180 0.012
C -1.6626 0.0478 0.5229 -0.029
N -1.5173 0.3564 2.0774 0.904
N 2.0499 0.2244 -1.8872 0.019
H 0.1520 1.1010 -0.9701 0.001
H 1.6847 1.2644 -0.0984 -0.001
H 1.4158 -1.4389 -0.1423 0.001
H 0.9383 -0.1937 1.1876 0.001
H -0.9395 -1.8331 0.7947 -0.001
H -1.1763 -1.2451 -0.9131 0.000
H -1.3793 0.8269 -0.0708 0.058
H -2.7718 -0.0936 0.3888 0.049
H -0.6283 -0.0028 2.4967 -0.003
H -1.6378 1.4143 2.1281 -0.010
H 2.4563 1.0518 -2.4064 -0.001
H 1.6959 -0.3280 -2.7104 0.000
```

(3)
A molecular structure, C25H33N3PRhTe in a non-equilibrium geometry. Source: the OMol25 dataset; level of theory: ωB97M-V/def2-TZVPD.

As for the HOMO-LUMO gap (spin up / spin down): 5.82 / 5.83 eV. As for the charge: 0. The total energy is -50521.682 eV. The relative energy (zero: lowest compared OMol25 entry of this formula, charge and spin) comes out at 45.16 kJ/mol.

Structure (XYZ):
```
64
Properties=species:S:1:pos:R:3:mulliken_charge:R:1
Rh -0.8630 -1.0634 -1.1166 -1.036
N -2.5702 -0.9135 -2.8154 -0.373
C -3.8302 -0.2426 -2.4984 -0.788
C -3.5598 0.9010 -1.5215 -0.764
N -2.8927 0.3467 -0.3563 0.346
C -3.7466 -0.4669 0.5117 -0.865
C -3.3426 -1.9382 0.4456 -0.745
N -1.8987 -2.0295 0.6422 -0.318
H -2.6884 -1.8412 -3.2108 0.211
H -2.0520 -0.3665 -3.4925 0.269
H -4.3431 0.1458 -3.3843 0.420
H -4.4996 -0.9692 -2.0354 0.329
H -2.9003 1.6445 -1.9755 0.377
H -4.5095 1.3981 -1.2806 0.438
H -2.3849 1.0462 0.1693 -0.141
H -3.6836 -0.0918 1.5372 0.402
H -4.7956 -0.3841 0.2094 0.403
H -3.9285 -2.5215 1.1646 0.480
H -3.5451 -2.3350 -0.5504 0.317
H -1.6549 -1.6875 1.5661 0.191
H -1.5489 -2.9838 0.5340 0.256
C 2.7014 1.0898 2.3760 -1.666
C 2.2797 -0.3532 2.5059 1.166
C 2.7444 -1.0631 3.6089 -0.837
C 2.4276 -2.3990 3.8034 -0.743
C 1.6436 -3.0633 2.8773 -0.880
C 1.1645 -2.3768 1.7716 -1.106
C 1.4593 -1.0282 1.5809 1.119
P 0.7731 -0.2410 0.0834 3.185
C 0.1675 1.3724 0.7307 1.366
C -0.6871 1.2458 1.8315 -1.457
C -1.3342 2.3358 2.3863 -0.625
C -1.1389 3.5907 1.8276 -0.931
C -0.2863 3.7296 0.7466 -0.882
C 0.3886 2.6440 0.1820 0.897
C 1.3646 2.9306 -0.9286 -1.393
C 2.1607 -0.1060 -1.0894 0.881
C 3.5065 -0.2338 -0.7834 -1.247
C 4.4092 -0.5586 -1.7888 -0.817
C 3.9450 -0.8109 -3.0722 -0.713
C 2.5953 -0.6876 -3.3784 -0.720
C 1.6934 -0.2961 -2.4007 0.393
C 0.2145 -0.1625 -2.6080 -1.297
H 3.6549 1.2394 2.8829 0.558
H 1.9710 1.7616 2.8308 0.316
H 2.8226 1.4026 1.3396 0.108
H 3.3818 -0.5543 4.3229 0.455
H 2.8128 -2.9210 4.6704 0.382
H 1.4080 -4.1123 3.0006 0.453
H 0.5849 -2.8994 1.0178 -0.121
H -0.8351 0.2664 2.2741 0.375
H -1.9791 2.2068 3.2461 0.488
H -1.6415 4.4578 2.2361 0.385
H -0.1220 4.7135 0.3230 0.406
H 1.1864 3.9274 -1.3312 0.480
H 1.3120 2.2176 -1.7448 0.206
H 2.3909 2.9017 -0.5538 0.274
H 3.8541 -0.1371 0.2379 0.294
H 5.4605 -0.6644 -1.5560 0.434
H 4.6373 -1.1388 -3.8375 0.391
H 2.2354 -0.9202 -4.3728 0.430
H -0.0530 -0.4755 -3.6202 0.524
H -0.0811 0.8937 -2.4775 0.519
Te 0.0449 -3.3716 -1.6935 -0.461
```

(4)
A molecular structure, H4O4P2S3 in a non-equilibrium geometry. Source: the OMol25 dataset; level of theory: ωB97M-V/def2-TZVPD.

As for the HOMO-LUMO gap: 9.82 eV. As for the charge: 0. The total energy is -59343.035 eV. The relative energy (zero: lowest compared OMol25 entry of this formula, charge and spin) comes out at 0.00 kJ/mol.

Structure (XYZ):
```
13
Properties=species:S:1:pos:R:3:mulliken_charge:R:1
O 0.1983 0.2509 0.6427 -0.106
O -2.0874 0.2570 1.5425 -0.541
O 1.5270 -1.5349 -0.2802 -0.394
O 0.8306 0.4127 -1.8764 -0.610
P -1.3287 0.0188 0.1636 0.735
P 1.2648 -0.0377 -0.5439 0.710
S -1.8555 1.9173 -0.6664 -0.261
S 2.9948 0.9508 0.3044 -0.240
S -1.5483 -1.6066 -0.7988 -0.364
H 2.6499 0.1650 1.3162 0.147
H -2.4985 -0.5414 2.0286 0.373
H 0.8073 -2.1588 -0.2062 0.349
H -0.9545 1.9069 -1.6262 0.201
```

(5)
A molecular structure, C20H19NO4S5Ti. Source: the OMol25 dataset; level of theory: ωB97M-V/def2-TZVPD.

As for the HOMO-LUMO gap: 7.28 eV. As for the charge: 0. The total energy is -108021.071 eV. The relative energy (zero: lowest compared OMol25 entry of this formula, charge and spin) comes out at 0.00 kJ/mol.

Structure (XYZ):
```
50
Properties=species:S:1:pos:R:3:mulliken_charge:R:1
Ti -0.7292 0.2367 -0.0693 0.146
C -0.3110 -0.6269 2.0472 0.613
C -1.0542 -1.5849 1.2974 1.231
C -2.3358 -1.0268 1.0357 0.707
C -2.3920 0.2635 1.6352 1.267
C -1.1321 0.5148 2.2394 0.169
C -0.7211 1.7571 2.9712 -1.704
C -3.6041 1.1316 1.7488 -1.339
C -3.4467 -1.6694 0.2611 -2.045
C -0.5830 -2.9439 0.8769 -1.886
C 1.0769 -0.7682 2.5865 -1.474
H 0.1601 2.2162 2.5166 0.215
H -0.4688 1.5290 4.0087 0.353
H -1.5182 2.4991 2.9703 0.431
H -3.5013 2.0709 1.2053 0.168
H -3.7956 1.3641 2.7978 0.374
H -4.4822 0.6243 1.3525 0.401
H -3.7836 -1.0474 -0.5716 0.342
H -4.3118 -1.8410 0.9049 0.413
H -3.1415 -2.6318 -0.1448 0.384
H -0.8956 -3.7011 1.5992 0.320
H 0.5033 -2.9851 0.8017 0.391
H -0.9843 -3.2198 -0.0975 0.395
H 1.6918 0.0898 2.3127 0.298
H 1.5663 -1.6672 2.2162 0.347
H 1.0514 -0.8279 3.6771 0.355
S -0.2302 6.6567 1.1277 -0.219
C -0.3489 5.3403 0.1662 0.088
S -1.7557 4.3147 0.1218 -0.013
C -1.1330 3.0924 -0.9553 0.349
C 0.1271 3.2936 -1.4059 0.065
S 1.0217 2.1657 -2.3880 -0.170
S 0.9380 4.7276 -0.8193 -0.099
S -2.1856 1.7217 -1.2717 -0.409
O 0.9393 1.0025 0.0718 -0.557
C 1.7562 1.0623 -1.0472 -0.064
C 1.9900 -0.2605 -1.7180 -0.001
C 3.2484 -0.5643 -2.2130 -0.723
C 3.4391 -1.7546 -2.8997 -0.426
C 2.4147 -2.6630 -3.1146 -0.487
C 1.1574 -2.3701 -2.6173 -0.409
C 0.9419 -1.1786 -1.9193 0.546
O -0.2772 -0.9324 -1.4235 -0.388
N 4.7828 -2.0612 -3.4128 1.042
O 5.6657 -1.2495 -3.1995 -0.618
O 4.9284 -3.1035 -4.0238 -0.633
H 2.7047 1.5175 -0.7466 0.672
H 4.0797 0.1112 -2.0770 0.560
H 2.6101 -3.5760 -3.6553 0.507
H 0.3279 -3.0482 -2.7588 0.516
```

Repeat the fifth record exactly.
A molecular structure, C20H19NO4S5Ti. Source: the OMol25 dataset; level of theory: ωB97M-V/def2-TZVPD.

As for the HOMO-LUMO gap: 7.28 eV. As for the charge: 0. The total energy is -108021.071 eV. The relative energy (zero: lowest compared OMol25 entry of this formula, charge and spin) comes out at 0.00 kJ/mol.

Structure (XYZ):
```
50
Properties=species:S:1:pos:R:3:mulliken_charge:R:1
Ti -0.7292 0.2367 -0.0693 0.146
C -0.3110 -0.6269 2.0472 0.613
C -1.0542 -1.5849 1.2974 1.231
C -2.3358 -1.0268 1.0357 0.707
C -2.3920 0.2635 1.6352 1.267
C -1.1321 0.5148 2.2394 0.169
C -0.7211 1.7571 2.9712 -1.704
C -3.6041 1.1316 1.7488 -1.339
C -3.4467 -1.6694 0.2611 -2.045
C -0.5830 -2.9439 0.8769 -1.886
C 1.0769 -0.7682 2.5865 -1.474
H 0.1601 2.2162 2.5166 0.215
H -0.4688 1.5290 4.0087 0.353
H -1.5182 2.4991 2.9703 0.431
H -3.5013 2.0709 1.2053 0.168
H -3.7956 1.3641 2.7978 0.374
H -4.4822 0.6243 1.3525 0.401
H -3.7836 -1.0474 -0.5716 0.342
H -4.3118 -1.8410 0.9049 0.413
H -3.1415 -2.6318 -0.1448 0.384
H -0.8956 -3.7011 1.5992 0.320
H 0.5033 -2.9851 0.8017 0.391
H -0.9843 -3.2198 -0.0975 0.395
H 1.6918 0.0898 2.3127 0.298
H 1.5663 -1.6672 2.2162 0.347
H 1.0514 -0.8279 3.6771 0.355
S -0.2302 6.6567 1.1277 -0.219
C -0.3489 5.3403 0.1662 0.088
S -1.7557 4.3147 0.1218 -0.013
C -1.1330 3.0924 -0.9553 0.349
C 0.1271 3.2936 -1.4059 0.065
S 1.0217 2.1657 -2.3880 -0.170
S 0.9380 4.7276 -0.8193 -0.099
S -2.1856 1.7217 -1.2717 -0.409
O 0.9393 1.0025 0.0718 -0.557
C 1.7562 1.0623 -1.0472 -0.064
C 1.9900 -0.2605 -1.7180 -0.001
C 3.2484 -0.5643 -2.2130 -0.723
C 3.4391 -1.7546 -2.8997 -0.426
C 2.4147 -2.6630 -3.1146 -0.487
C 1.1574 -2.3701 -2.6173 -0.409
C 0.9419 -1.1786 -1.9193 0.546
O -0.2772 -0.9324 -1.4235 -0.388
N 4.7828 -2.0612 -3.4128 1.042
O 5.6657 -1.2495 -3.1995 -0.618
O 4.9284 -3.1035 -4.0238 -0.633
H 2.7047 1.5175 -0.7466 0.672
H 4.0797 0.1112 -2.0770 0.560
H 2.6101 -3.5760 -3.6553 0.507
H 0.3279 -3.0482 -2.7588 0.516
```